Formula: C24H50N2O17S3
Source: OMol25
Level of theory: ωB97M-V with the def2-TZVPD basis set

The geometry in ORCA input format:
```
! RIJCOSX wB97M-V def2-TZVPD def2/J DEFGRID3
* xyz 0 1
S 4.129 -1.917 -2.518
S -1.126 1.244 1.620
S 2.493 4.135 0.373
O -2.142 0.863 2.630
O 3.192 -1.508 -3.897
O 2.234 5.068 -0.713
O 5.353 -0.920 -3.092
O 3.600 -4.325 1.936
O 1.631 4.520 1.771
O 3.885 4.563 1.171
O -6.617 2.493 0.466
O 3.566 -1.313 -1.298
O -1.096 -4.149 3.620
O 4.508 -3.313 -2.607
O -0.906 2.679 1.530
O 3.397 2.898 -3.118
O -1.345 0.719 -0.011
O 2.534 2.661 0.123
O -3.614 -1.688 0.834
O 0.223 0.310 1.785
N 3.068 -6.209 0.807
N -4.527 3.164 0.078
C -5.864 -1.715 0.006
C 2.828 -4.940 1.207
C 2.272 5.625 2.396
C -1.681 -2.008 4.428
C -1.387 -2.863 3.178
C 0.638 -0.217 0.529
C 2.655 3.460 -5.265
C -1.531 -2.925 5.625
C 3.792 5.311 2.396
C -3.642 -1.838 -0.518
C -5.677 3.254 0.721
C -1.726 -4.227 4.916
C -4.995 -1.516 1.261
C 1.572 -4.313 0.726
C 3.913 3.320 -4.411
C 1.966 2.814 -3.129
C -4.948 -2.448 -0.941
C -0.083 0.531 -0.567
C 4.111 -7.110 1.226
C -4.132 2.047 -0.760
C 3.969 -1.034 -5.012
C 1.515 3.640 -4.311
C 5.187 -0.450 -4.358
C -5.904 4.568 1.442
H -4.868 1.832 -1.534
H -0.162 -0.060 -1.479
H 1.512 4.698 -4.047
H -2.825 -2.495 -0.815
H 1.580 3.352 -2.263
H -0.529 -2.470 2.633
H 3.875 4.744 3.324
H 3.417 -0.290 -5.587
H -5.122 -2.131 -1.969
H -2.269 -2.885 6.427
H -2.812 -4.298 4.857
H 4.222 4.359 -4.306
H -5.034 5.223 1.480
H 2.584 2.574 -5.896
H 0.761 -4.944 0.362
H -6.816 5.088 1.151
H 4.939 -6.402 1.272
H 2.319 -6.591 0.248
H -6.763 -2.279 0.255
H 0.385 1.481 -0.826
H -4.074 1.044 -0.337
H 0.649 3.287 -4.871
H 2.044 6.493 1.778
H 1.146 -3.733 1.544
H 6.117 -0.670 -4.882
H -3.209 2.235 -1.309
H -1.458 -5.014 5.621
H 5.147 0.631 -4.225
H -2.672 -1.559 4.351
H 2.630 4.261 -6.004
H 3.953 -7.637 2.167
H 1.782 -3.626 -0.093
H 4.091 -1.902 -5.661
H -4.213 4.099 -0.137
H -6.164 -0.695 -0.232
H 4.239 -7.886 0.472
H -0.992 -1.163 4.395
H -6.231 4.349 2.458
H 1.706 -0.051 0.385
H -0.572 -2.902 6.142
H -2.271 -2.964 2.549
H 1.578 1.797 -3.078
H 4.691 2.615 -4.703
H 1.983 5.826 3.428
H -4.872 -3.535 -0.890
H 0.478 -1.293 0.465
H 4.358 6.239 2.467
H -3.395 -0.891 -0.999
H -5.084 -2.306 2.006
H -5.069 -0.494 1.633
*
```

Which charges does Löwdin predict for the atoms? In e, they are: atom 1 (S): 0.79, atom 2 (S): 0.77, atom 3 (S): 0.79, atom 4 (O): -0.25, atom 5 (O): -0.23, atom 6 (O): -0.24, atom 7 (O): -0.19, atom 8 (O): 0.04, atom 9 (O): -0.21, atom 10 (O): -0.22, atom 11 (O): 0.02, atom 12 (O): -0.25, atom 13 (O): -0.12, atom 14 (O): -0.24, atom 15 (O): -0.26, atom 16 (O): -0.14, atom 17 (O): -0.22, atom 18 (O): -0.24, atom 19 (O): -0.15, atom 20 (O): -0.18, atom 21 (N): -0.01, atom 22 (N): 0.02, atom 23 (C): -0.16, atom 24 (C): -0.56, atom 25 (C): -0.20, atom 26 (C): -0.15, atom 27 (C): -0.21, atom 28 (C): -0.18, atom 29 (C): -0.20, atom 30 (C): -0.18, atom 31 (C): -0.14, atom 32 (C): -0.30, atom 33 (C): -0.56, atom 34 (C): -0.22, atom 35 (C): -0.15, atom 36 (C): 0.00, atom 37 (C): -0.16, atom 38 (C): -0.21, atom 39 (C): -0.15, atom 40 (C): -0.21, atom 41 (C): -0.07, atom 42 (C): -0.07, atom 43 (C): -0.15, atom 44 (C): -0.16, atom 45 (C): -0.24, atom 46 (C): -0.01, atom 47 (H): 0.08, atom 48 (H): 0.14, atom 49 (H): 0.12, atom 50 (H): 0.12, atom 51 (H): 0.08, atom 52 (H): 0.10, atom 53 (H): 0.13, atom 54 (H): 0.13, atom 55 (H): 0.11, atom 56 (H): 0.11, atom 57 (H): 0.12, atom 58 (H): 0.12, atom 59 (H): 0.08, atom 60 (H): 0.10, atom 61 (H): 0.08, atom 62 (H): 0.08, atom 63 (H): 0.09, atom 64 (H): 0.13, atom 65 (H): 0.11, atom 66 (H): 0.10, atom 67 (H): 0.06, atom 68 (H): 0.12, atom 69 (H): 0.12, atom 70 (H): 0.07, atom 71 (H): 0.14, atom 72 (H): 0.08, atom 73 (H): 0.12, atom 74 (H): 0.11, atom 75 (H): 0.11, atom 76 (H): 0.11, atom 77 (H): 0.08, atom 78 (H): 0.08, atom 79 (H): 0.13, atom 80 (H): 0.14, atom 81 (H): 0.11, atom 82 (H): 0.08, atom 83 (H): 0.10, atom 84 (H): 0.08, atom 85 (H): 0.12, atom 86 (H): 0.11, atom 87 (H): 0.11, atom 88 (H): 0.12, atom 89 (H): 0.10, atom 90 (H): 0.13, atom 91 (H): 0.12, atom 92 (H): 0.12, atom 93 (H): 0.13, atom 94 (H): 0.10, atom 95 (H): 0.12, atom 96 (H): 0.11

=====

Formula: Ag3Cl
Source: OMol25
Level of theory: ωB97M-V with the def2-TZVPD basis set

The geometry in ORCA input format:
```
! RIJCOSX wB97M-V def2-TZVPD def2/J DEFGRID3
* xyz 2 1
Ag -1.259 1.653 -0.353
Ag 1.352 2.012 -0.133
Ag -1.349 -1.970 -0.018
Cl 1.255 -1.695 0.504
*
```

Which charges does Löwdin predict for the atoms? In e, they are: atom 1 (Ag): 0.79, atom 2 (Ag): 0.82, atom 3 (Ag): 0.63, atom 4 (Cl): -0.24

=====

Formula: C35H28F3O4S
Source: OMol25
Level of theory: ωB97M-V with the def2-TZVPD basis set

The geometry in ORCA input format:
```
! RIJCOSX wB97M-V def2-TZVPD def2/J DEFGRID3
* xyz -1 1
S 1.796 0.945 2.194
F 3.774 -0.856 2.196
F 2.775 -0.608 4.126
F 4.174 0.921 3.400
O 2.358 1.641 1.058
O 1.111 1.678 3.231
O 6.144 -1.699 -1.077
O -3.031 -4.827 -1.068
C -3.323 0.027 3.026
C 4.755 2.344 -1.130
C 6.369 -5.431 0.583
C 7.229 1.986 -2.362
C -0.652 -0.316 2.218
C -1.298 0.910 2.024
C 3.781 -4.549 1.119
C 5.568 -6.141 1.488
C -2.608 1.089 2.462
C 0.746 -0.522 1.636
C 4.263 -5.702 1.738
C 5.881 -4.285 -0.043
C 0.744 -0.755 0.136
C -3.344 -5.862 -0.110
C -2.026 -3.950 -0.800
C 2.971 0.004 -0.880
C 4.578 -3.803 0.209
C -0.235 -3.067 0.545
C -1.950 -2.805 -1.629
C -4.746 0.174 3.481
C -1.347 -1.358 2.842
C 6.776 3.284 -2.096
C -1.075 -1.786 -1.316
C 5.521 3.454 -1.500
C -2.690 -1.207 3.170
C 4.936 -1.483 -0.859
C 4.046 -2.557 -0.360
C 4.331 -0.139 -1.070
C 5.178 1.022 -1.417
C 3.221 0.054 3.041
C -1.103 -4.115 0.253
C -0.214 -1.898 -0.220
C 2.680 -2.324 -0.351
C 2.163 -1.030 -0.389
C 6.441 0.884 -2.033
H -1.095 -5.015 0.868
H 0.430 -3.168 1.402
H 2.491 0.939 -1.166
H -2.624 -2.743 -2.480
H 8.198 1.824 -2.836
H 5.134 4.459 -1.320
H -0.832 -2.298 3.053
H 0.359 0.164 -0.332
H -2.493 -6.544 0.036
H -1.050 -0.876 -1.922
H 2.001 -3.173 -0.262
H -3.251 -2.068 3.543
H 6.813 -0.115 -2.240
H -5.011 1.228 3.605
H 7.388 4.148 -2.360
H -4.900 -0.334 4.440
H -0.789 1.736 1.521
H 5.950 -7.032 1.989
H 2.774 -4.207 1.367
H -4.178 -6.395 -0.568
H -3.079 2.068 2.351
H 7.383 -5.770 0.363
H -5.446 -0.271 2.763
H 3.817 2.504 -0.596
H 6.514 -3.731 -0.730
H 3.613 -6.255 2.419
H -3.651 -5.431 0.855
H 1.297 -1.323 2.158
*
```

Which charges does Löwdin predict for the atoms? In e, they are: atom 1 (S): 0.83, atom 2 (F): 0.14, atom 3 (F): 0.12, atom 4 (F): 0.15, atom 5 (O): -0.28, atom 6 (O): -0.29, atom 7 (O): -0.06, atom 8 (O): -0.11, atom 9 (C): -0.28, atom 10 (C): -0.04, atom 11 (C): -0.10, atom 12 (C): -0.10, atom 13 (C): -0.21, atom 14 (C): -0.04, atom 15 (C): -0.05, atom 16 (C): -0.13, atom 17 (C): -0.03, atom 18 (C): -0.22, atom 19 (C): -0.12, atom 20 (C): -0.03, atom 21 (C): -0.21, atom 22 (C): -0.07, atom 23 (C): -0.28, atom 24 (C): -0.05, atom 25 (C): -0.15, atom 26 (C): -0.07, atom 27 (C): 0.00, atom 28 (C): -0.07, atom 29 (C): -0.02, atom 30 (C): -0.13, atom 31 (C): -0.01, atom 32 (C): -0.11, atom 33 (C): -0.04, atom 34 (C): -0.32, atom 35 (C): -0.11, atom 36 (C): -0.09, atom 37 (C): -0.14, atom 38 (C): -0.61, atom 39 (C): 0.00, atom 40 (C): -0.18, atom 41 (C): -0.02, atom 42 (C): -0.21, atom 43 (C): -0.03, atom 44 (H): 0.10, atom 45 (H): 0.11, atom 46 (H): 0.11, atom 47 (H): 0.11, atom 48 (H): 0.09, atom 49 (H): 0.09, atom 50 (H): 0.11, atom 51 (H): 0.15, atom 52 (H): 0.09, atom 53 (H): 0.12, atom 54 (H): 0.10, atom 55 (H): 0.11, atom 56 (H): 0.09, atom 57 (H): 0.07, atom 58 (H): 0.08, atom 59 (H): 0.08, atom 60 (H): 0.12, atom 61 (H): 0.08, atom 62 (H): 0.09, atom 63 (H): 0.09, atom 64 (H): 0.11, atom 65 (H): 0.09, atom 66 (H): 0.08, atom 67 (H): 0.08, atom 68 (H): 0.09, atom 69 (H): 0.09, atom 70 (H): 0.09, atom 71 (H): 0.12

=====

Formula: C5H11N
Source: OMol25
Level of theory: ωB97M-V with the def2-TZVPD basis set

The geometry in ORCA input format:
```
! RIJCOSX wB97M-V def2-TZVPD def2/J DEFGRID3
* xyz 0 1
N -1.496 0.736 1.584
C 1.252 -0.906 -2.208
C -0.527 -0.425 -0.430
C -0.294 0.554 0.754
C 0.888 0.076 1.586
C 0.233 -0.197 -1.696
H -0.055 0.707 -2.248
H -1.556 -0.577 -0.782
H 0.929 -1.014 1.496
H -1.400 1.626 2.069
H -2.280 0.887 0.961
H 1.858 0.324 1.163
H -0.185 -1.422 -0.108
H 1.189 -1.981 -2.044
H 1.741 -0.460 -3.068
H 0.680 0.333 2.619
H -0.157 1.501 0.209
*
```

Which charges does Löwdin predict for the atoms? In e, they are: atom 1 (N): 0.02, atom 2 (C): 0.00, atom 3 (C): -0.20, atom 4 (C): -0.45, atom 5 (C): -0.06, atom 6 (C): -0.21, atom 7 (H): 0.10, atom 8 (H): 0.12, atom 9 (H): 0.07, atom 10 (H): 0.07, atom 11 (H): 0.06, atom 12 (H): 0.08, atom 13 (H): 0.10, atom 14 (H): 0.06, atom 15 (H): 0.05, atom 16 (H): 0.07, atom 17 (H): 0.13

=====

Formula: C6H6N3O
Source: OMol25
Level of theory: ωB97M-V with the def2-TZVPD basis set

The geometry in ORCA input format:
```
! RIJCOSX wB97M-V def2-TZVPD def2/J DEFGRID3
* xyz 1 1
O 3.646 -1.180 -0.568
N -1.375 -1.815 0.471
N -2.483 -1.475 0.022
N -0.314 -0.969 0.388
C -1.664 0.779 -0.491
C 1.974 0.134 0.668
C 0.931 0.955 -0.042
C -2.649 -0.168 -0.412
C -0.396 0.309 0.024
C 2.948 -0.516 0.037
H -3.563 0.036 -0.881
H 1.019 1.975 0.306
H 0.613 -1.268 0.612
H -1.934 1.851 -0.730
H 1.160 0.901 -1.100
H 2.086 0.450 1.694
*
```

Which charges does Löwdin predict for the atoms? In e, they are: atom 1 (O): 0.28, atom 2 (N): 0.09, atom 3 (N): 0.09, atom 4 (N): 0.13, atom 5 (C): 0.08, atom 6 (C): -0.12, atom 7 (C): -0.10, atom 8 (C): -0.02, atom 9 (C): -0.14, atom 10 (C): -0.14, atom 11 (H): 0.11, atom 12 (H): 0.14, atom 13 (H): 0.13, atom 14 (H): 0.16, atom 15 (H): 0.15, atom 16 (H): 0.13

=====

Formula: C2H9N2S2
Source: OMol25
Level of theory: ωB97M-V with the def2-TZVPD basis set

The geometry in ORCA input format:
```
! RIJCOSX wB97M-V def2-TZVPD def2/J DEFGRID3
* xyz 1 1
S 0.267 0.673 2.871
S 2.082 0.211 0.652
N -0.531 -1.891 -0.987
N -0.044 0.798 -1.115
C 0.593 0.598 1.144
C -0.562 1.054 0.245
H -0.187 -2.717 -1.513
H -1.463 -1.732 -1.045
H 0.039 -0.398 -1.260
H -1.528 0.544 0.426
H 0.917 1.146 -1.165
H -0.534 1.226 -1.922
H 1.663 0.266 3.236
H -0.235 -1.941 0.018
H -0.478 2.164 0.414
*
```

Which charges does Löwdin predict for the atoms? In e, they are: atom 1 (S): 0.76, atom 2 (S): 0.75, atom 3 (N): 0.07, atom 4 (N): 0.01, atom 5 (C): -1.21, atom 6 (C): -0.25, atom 7 (H): 0.10, atom 8 (H): 0.01, atom 9 (H): 0.14, atom 10 (H): 0.14, atom 11 (H): 0.07, atom 12 (H): 0.17, atom 13 (H): 0.00, atom 14 (H): 0.08, atom 15 (H): 0.15

=====

Formula: C4H11NO
Source: OMol25
Level of theory: ωB97M-V with the def2-TZVPD basis set

The geometry in ORCA input format:
```
! RIJCOSX wB97M-V def2-TZVPD def2/J DEFGRID3
* xyz 0 1
O 0.346 2.927 -0.742
N -1.591 0.688 -0.626
C 0.125 -0.658 0.451
C 0.535 -1.450 1.667
C -1.170 -0.402 0.232
C 1.206 -0.446 -0.563
H 0.143 3.208 -1.644
H 0.866 0.087 -1.443
H 2.126 -0.041 -0.149
H 0.796 -0.734 2.453
H -0.189 -2.165 2.055
H -1.953 -1.078 0.548
H -2.586 0.804 -0.498
H 1.468 -1.427 -0.968
H -0.204 2.130 -0.617
H 1.468 -1.985 1.452
H -1.385 0.540 -1.608
*
```

Which charges does Löwdin predict for the atoms? In e, they are: atom 1 (O): -0.09, atom 2 (N): 0.00, atom 3 (C): -0.35, atom 4 (C): -0.07, atom 5 (C): -0.16, atom 6 (C): -0.06, atom 7 (H): 0.03, atom 8 (H): 0.06, atom 9 (H): 0.08, atom 10 (H): 0.08, atom 11 (H): 0.08, atom 12 (H): 0.11, atom 13 (H): 0.08, atom 14 (H): 0.09, atom 15 (H): -0.02, atom 16 (H): 0.07, atom 17 (H): 0.08

=====

Formula: C4H14O2S
Source: OMol25
Level of theory: ωB97M-V with the def2-TZVPD basis set

The geometry in ORCA input format:
```
! RIJCOSX wB97M-V def2-TZVPD def2/J DEFGRID3
* xyz 0 1
S -0.009 0.838 -0.735
O -1.832 -1.753 -2.541
O 2.575 1.712 1.304
C -1.997 -0.353 1.539
C 1.431 0.531 -1.801
C 0.292 -0.503 0.467
C -0.491 -0.240 1.736
H -2.444 0.606 1.271
H 1.502 1.339 -2.521
H 1.616 1.785 1.197
H -0.258 0.758 2.099
H 1.355 -0.598 0.664
H 2.900 2.468 0.790
H -0.121 -1.406 0.024
H -0.153 -0.928 2.508
H -1.065 -1.181 -2.411
H -2.475 -0.685 2.452
H -2.238 -1.378 -3.332
H -2.239 -1.041 0.734
H 2.309 0.474 -1.168
H 1.341 -0.445 -2.275
*
```

Which charges does Löwdin predict for the atoms? In e, they are: atom 1 (S): 0.80, atom 2 (O): -0.07, atom 3 (O): -0.08, atom 4 (C): -0.11, atom 5 (C): -0.40, atom 6 (C): -0.50, atom 7 (C): -0.34, atom 8 (H): 0.07, atom 9 (H): 0.03, atom 10 (H): -0.01, atom 11 (H): 0.09, atom 12 (H): 0.07, atom 13 (H): 0.05, atom 14 (H): 0.07, atom 15 (H): 0.11, atom 16 (H): -0.02, atom 17 (H): 0.07, atom 18 (H): 0.04, atom 19 (H): 0.07, atom 20 (H): 0.02, atom 21 (H): 0.03

=====

Number 1: calculated total energy -3527.3651 hartree, LUMO level 0.39 eV, HOMO energy -9.1 eV. Number 2: calculated total energy -900.2686 hartree, LUMO level -12.80 eV, HOMO energy -18.1 eV. Number 3: calculated total energy -2349.3004 hartree, LUMO level 2.17 eV, HOMO energy -3.3 eV. Number 4: calculated total energy -251.8037 hartree, LUMO level 1.15 eV, HOMO energy -9.4 eV. Number 5: calculated total energy -471.3733 hartree, LUMO level -5.44 eV, HOMO energy -13.9 eV. Number 6: calculated total energy -987.2075 hartree, LUMO level -4.33 eV, HOMO energy -13.1 eV. Number 7: calculated total energy -288.9597 hartree, LUMO level 0.84 eV, HOMO energy -8.3 eV. Number 8: calculated total energy -709.4570 hartree, LUMO level 0.60 eV, HOMO energy -8.9 eV.